Density functional theory data (ωB97M-V/def2-TZVPD) for a structure of composition C41H72ClN3O4P2SiSm.

The geometry in XYZ format:
```
125
Properties=species:S:1:pos:R:3
Sm -0.07 0.24 0.00
Cl -2.29 1.52 1.05
P -2.32 -1.91 -0.63
P -0.34 2.62 -1.91
Si 1.21 -1.39 3.74
O 3.77 -0.69 -1.01
O -5.09 1.50 -0.57
O 1.13 2.31 1.00
O 1.39 -1.77 -0.18
N 3.33 2.82 0.79
N -0.54 -0.34 -2.30
N 2.36 0.90 -0.18
C 0.97 5.24 -2.53
C 1.23 -3.33 3.62
C -1.36 -1.04 -4.46
C 3.04 -0.83 3.78
C 4.77 1.24 -0.20
C -3.57 -2.13 -3.13
C 2.98 1.43 -3.86
C 0.60 0.25 -2.91
C -3.78 -1.62 1.63
C -4.81 -2.33 -5.39
C -1.59 -4.18 0.92
C 0.95 -1.95 6.51
C 1.63 -0.52 -3.45
C 0.52 4.19 -1.53
C 3.28 3.96 1.69
C -1.35 -1.06 -3.07
C -2.47 -1.49 -5.21
C -1.80 3.04 -3.00
C -5.26 -2.27 -0.23
C 0.34 0.31 5.84
C -0.35 4.82 -0.41
C 3.60 0.42 -0.51
C -3.62 -2.00 -4.53
C 4.62 2.41 0.42
C 3.83 -1.60 2.70
C 0.33 -1.13 5.36
C -2.84 1.90 -2.89
C 3.22 0.66 3.41
C 0.32 -0.57 2.39
C 0.79 1.68 -2.88
C -2.58 -4.80 -1.28
C 3.71 -1.02 5.18
C 2.77 0.05 -3.97
C -2.46 -1.70 -2.46
C 2.00 2.22 -3.32
C 2.22 2.00 0.54
C -3.98 -1.50 0.10
C -1.84 -3.71 -0.53
C -1.51 3.38 -4.45
C 4.33 2.00 -4.26
C -1.17 -1.54 5.28
H 2.97 1.37 4.23
H -0.53 -0.53 -4.94
H -2.60 1.33 -2.00
H -2.53 3.42 -4.91
H 3.31 -0.32 5.87
H -0.39 0.95 5.32
H -1.23 5.27 -0.79
H 0.29 0.52 2.57
H -2.84 -4.56 -2.32
H 5.74 0.90 -0.48
H 4.83 -0.82 5.08
H 4.88 -1.29 2.73
H 2.33 4.48 1.48
H -1.65 -1.49 6.27
H -4.26 1.68 -0.13
H -4.82 1.34 -1.49
H -4.64 -3.28 -5.90
H 2.22 3.25 -3.26
H 1.39 3.71 -1.09
H 1.89 -3.88 4.28
H 3.58 -0.57 -4.37
H 1.94 -1.65 6.82
H -1.14 -3.44 1.58
H 1.50 -1.65 0.79
H 0.25 -1.94 7.43
H -5.62 -2.01 -1.22
H 0.21 5.55 0.21
H 1.11 -2.95 6.23
H -4.37 -2.72 -2.70
H -0.92 2.58 -4.94
H 0.19 -3.66 3.85
H 1.41 -3.68 2.62
H -5.13 -3.36 -0.16
H -6.10 -2.01 0.42
H -0.74 -0.94 2.45
H -0.94 4.36 -4.59
H -1.92 -5.65 -1.47
H 1.86 5.81 -2.08
H 0.17 5.97 -2.71
H -3.90 2.27 -2.87
H 3.74 -2.65 2.83
H 3.32 3.63 2.72
H 2.57 0.92 2.59
H 3.50 -1.47 1.69
H -2.25 3.89 -2.56
H 5.03 1.64 -3.49
H -2.79 1.26 -3.75
H 4.09 4.62 1.49
H 1.29 0.77 5.90
H -2.93 -0.97 1.92
H -2.54 -1.28 -6.27
H 2.24 -1.52 -0.58
H -0.89 -3.56 -1.04
H -5.07 -1.58 -6.19
H -0.07 0.22 6.87
H -1.31 -2.55 4.79
H -0.69 4.09 0.24
H -5.68 -2.42 -4.73
H 1.24 4.84 -3.51
H -0.82 -5.00 0.86
H 4.39 3.05 -4.22
H 4.28 0.84 3.17
H -2.50 -4.56 1.35
H -3.60 -2.64 2.02
H 3.62 -2.04 5.59
H -3.43 -5.16 -0.74
H 4.74 1.58 -5.20
H -4.72 -1.25 2.07
H -1.69 -0.74 4.68
H -4.05 -0.45 -0.16
H 5.45 3.08 0.60
H 1.49 -1.63 -3.45
```

Output
charge	-1
maximum force	2.569	eV Å⁻¹
spin multiplicity	6
LUMO energy (alpha / beta)	2.27 / 2.27	eV
HOMO (alpha / beta)	-4.26 / -4.28	eV

Mulliken atomic charge list, values in e, 2 entries:
1. Sm -0.18
2. Cl -0.45